Record 1
C16H14N3O4S6SbTc | ωB97M-V/def2-TZVPD

Its total energy is -3793.14710 Ha. The value obtained for the LUMO energy (spin up / spin down) is -0.22349 / -0.22316 hartree. The value obtained for the molar mass is 724.47 g/mol. The HOMO energy (spin up / spin down) comes out at -11.5 / -11.5 eV. Its energy above the lowest of the compared OMol25 structures with the same formula, charge and spin is 0.0 kJ/mol.

The geometry in ORCA input format:
```
! wB97M-V def2-TZVPD RIJCOSX def2/J DEFGRID3
* xyz 1 1
Sb 4.06 0.06 -3.88
Tc 0.71 -0.42 -2.16
S 0.16 -2.18 -0.78
S 3.12 2.15 -3.01
S -2.24 -3.03 0.74
S 1.33 1.50 -3.87
S 2.78 -1.35 -2.35
S 2.18 0.42 -5.43
O 0.95 0.77 -0.85
O -0.16 -1.28 -3.61
O -0.85 -1.76 -5.60
O -1.08 0.29 -4.91
N -2.14 -0.75 -0.61
N -0.77 -0.88 -4.80
N -1.84 0.14 -1.52
C 0.36 1.54 0.12
C -1.81 -2.25 2.33
C -1.48 -1.81 -0.30
C 0.58 -3.14 2.34
C 0.36 2.63 2.23
C 0.14 -0.94 3.20
C -1.78 2.36 -2.48
C -1.55 1.39 -1.36
C -1.66 2.56 0.91
C 2.38 -1.82 3.23
C -0.99 2.94 2.07
C -0.33 -2.12 2.61
C 1.48 -0.80 3.51
C 1.92 -2.99 2.64
C 1.05 1.93 1.25
C -0.98 1.87 -0.08
H 0.88 2.93 3.12
H 2.61 -3.80 2.43
H 0.22 -4.06 1.89
H -0.99 3.11 -2.51
H -1.51 3.48 2.84
H -0.56 -0.14 3.42
H -1.87 1.85 -3.43
H 2.09 1.66 1.35
H -2.30 -2.91 3.06
H -2.73 2.88 -2.28
H -2.70 2.81 0.77
H 1.83 0.12 3.99
H 3.43 -1.70 3.47
H -2.30 -1.28 2.36
*
```



Record 2
C22H38NO2P3SSn | ωB97M-V/def2-TZVPD

Its total energy is -2701.22380 Ha. The value obtained for the LUMO energy (spin up / spin down) is -0.53951 / -0.51996 hartree. The value obtained for the molar mass is 592.25 g/mol. The HOMO energy (spin up / spin down) comes out at -18.8 / -19.5 eV. Its energy above the lowest of the compared OMol25 structures with the same formula, charge and spin is 0.0 kJ/mol.

The geometry in ORCA input format:
```
! wB97M-V def2-TZVPD RIJCOSX def2/J DEFGRID3
* xyz 4 1
Sn 0.11 -0.14 -1.75
S 0.29 -1.60 2.20
P -0.81 2.88 -0.59
P -2.31 -2.18 -0.06
P 3.09 -0.69 -0.17
O 1.53 1.64 1.34
O -2.11 0.62 1.35
N -1.19 -0.40 4.08
C 1.16 -0.04 4.26
C -0.52 0.83 -3.84
C 0.93 0.79 5.35
C 0.19 3.93 -1.72
C 1.24 1.21 0.30
C -0.93 3.96 0.87
C 3.84 -0.94 1.46
C 3.59 -2.23 -1.03
C -1.27 -0.37 -3.73
C 1.55 -0.46 -3.66
C -0.60 -1.59 -3.55
C 0.89 0.78 -3.80
C -0.38 1.07 5.77
C 0.80 -1.63 -3.49
C -2.48 3.08 -1.32
C -3.65 -2.15 -1.30
C -1.43 0.45 5.13
C -1.74 0.28 0.29
C -1.40 -3.71 -0.49
C 4.23 0.53 -0.94
C -3.19 -2.68 1.44
C 0.09 -0.64 3.58
H -0.18 4.96 -1.65
H 2.93 -3.04 -0.67
H 1.31 -2.58 -3.35
H -3.26 -2.28 -2.31
H 4.19 1.46 -0.37
H 3.90 0.73 -1.97
H 1.24 3.89 -1.39
H 0.07 4.18 1.27
H 4.89 -1.26 1.35
H -1.43 4.90 0.60
H -1.51 3.46 1.66
H 1.48 1.71 -3.92
H -2.36 -0.33 -3.77
H 4.63 -2.46 -0.78
H 3.81 -0.01 2.04
H -2.66 4.15 -1.51
H -3.73 -1.82 1.86
H -2.09 -4.57 -0.55
H 1.76 1.25 5.88
H -1.17 -2.52 -3.48
H -3.91 -3.46 1.20
H -4.16 -1.18 -1.25
H -2.47 0.59 5.42
H 3.46 -2.13 -2.12
H 5.25 0.14 -0.95
H 3.27 -1.70 2.00
H -0.87 -3.60 -1.45
H -0.58 1.76 6.58
H -4.38 -2.94 -1.06
H -3.22 2.70 -0.61
H -0.64 -3.90 0.29
H -1.98 -0.83 3.61
H -1.04 1.79 -3.98
H 0.12 3.57 -2.75
H -2.55 2.52 -2.26
H -2.49 -3.04 2.20
H 2.17 -0.23 3.91
H 2.64 -0.49 -3.71
*
```



Record 3
C31H45IN11O4P | ωB97M-V/def2-TZVPD

Its total energy is -2750.17693 Ha. The value obtained for the LUMO energy is -0.05758 hartree. The value obtained for the molar mass is 793.65 g/mol. The HOMO energy comes out at -7.8 eV. Its SMILES is CC[C@@H](I)C1=C(C)C(=O)C(COO)=C([PH2]=N)C1=O.CC#N.CC#N.CC#N.CC#N.CC#N.CC#N.CC#N.CC#N.CC#N.CC#N.

The geometry in ORCA input format:
```
! wB97M-V def2-TZVPD RIJCOSX def2/J DEFGRID3
* xyz 0 1
I -0.75 -0.28 2.45
P 5.59 -1.08 -0.82
O 5.46 1.71 -3.02
O 6.72 2.27 -3.12
O 2.21 2.96 -1.50
O 2.91 -2.23 0.20
N 6.29 -4.59 1.30
N -8.12 -3.20 4.22
N 2.45 8.31 2.08
N -2.58 2.43 4.17
N 5.49 -2.60 -1.34
N -3.40 -1.42 -0.48
N -7.74 0.25 1.53
N 7.47 -0.68 -4.89
N 2.56 -2.03 -6.14
N -4.75 -1.95 2.69
N -1.47 4.35 -0.30
C -0.98 4.47 3.91
C 3.98 -5.76 1.70
C 1.18 -0.42 -0.08
C -7.05 -5.59 4.18
C -1.88 3.33 4.06
C 5.05 2.00 -1.66
C -0.77 5.25 -0.41
C 4.95 -1.14 -5.40
C 0.13 6.40 -0.54
C -1.45 -3.36 1.12
C 3.87 -0.22 -0.73
C 2.50 7.25 2.53
C -4.84 -0.85 3.04
C -4.95 0.53 3.49
C -8.24 -0.78 1.51
C -7.65 -4.25 4.20
C -8.88 -2.10 1.49
C -3.92 -0.44 -0.81
C 3.79 1.13 -1.15
C 2.32 1.78 -1.09
C 2.56 5.90 3.09
C 5.28 -5.11 1.48
C -4.58 0.80 -1.22
C -0.14 -1.09 0.48
C -0.29 1.79 -0.44
C 2.13 -1.90 -7.19
C 6.36 -0.88 -5.12
C 1.58 -1.73 -8.54
C -0.08 -2.68 0.66
C 1.07 0.95 -0.51
C 2.62 -1.07 -0.17
H 4.08 -6.61 2.38
H -6.50 -5.80 5.10
H -4.01 1.07 3.35
H -0.44 4.44 2.96
H 1.00 -0.81 -8.63
H 7.30 1.47 -3.23
H 4.86 3.13 -1.57
H 2.56 5.14 2.31
H -5.61 0.62 -1.55
H 6.17 -1.05 0.50
H 6.44 -0.40 -1.77
H 2.38 -1.69 -9.29
H 1.71 5.70 3.74
H -1.63 -3.23 2.25
H -0.34 2.46 0.49
H -0.24 2.52 -1.33
H -5.72 1.07 2.94
H 0.73 -2.92 1.45
H -0.23 4.50 4.70
H 0.93 -2.56 -8.81
H 4.41 -0.22 -5.64
H -1.52 5.42 3.94
H 3.46 5.75 3.69
H 0.29 -3.14 -0.32
H -1.00 -0.88 -0.25
H -7.81 -6.37 4.08
H -6.35 -5.70 3.35
H -0.42 7.35 -0.51
H 3.55 -6.13 0.77
H -9.16 -2.39 0.48
H -1.23 1.17 -0.60
H 0.67 6.38 -1.49
H -8.21 -2.87 1.88
H 4.83 -1.81 -6.26
H 5.86 -3.25 -0.64
H -2.35 -3.08 0.50
H 0.87 6.43 0.26
H -9.78 -2.12 2.11
H 3.26 -5.07 2.15
H 5.90 1.79 -0.91
H -5.20 0.60 4.55
H -4.62 1.52 -0.40
H -1.31 -4.50 0.98
H -4.06 1.28 -2.05
H 4.44 -1.60 -4.55
*
```



Record 4
C5H8FN | ωB97M-V/def2-TZVPD

Its total energy is -349.82581 Ha. The value obtained for the LUMO energy is 0.03579 hartree. The value obtained for the molar mass is 101.12 g/mol. The HOMO energy comes out at -9.4 eV. Its SMILES is C=CC1(F)CNC1. Its energy above the lowest of the compared OMol25 structures with the same formula, charge and spin is 245.4 kJ/mol.

The geometry in ORCA input format:
```
! wB97M-V def2-TZVPD RIJCOSX def2/J DEFGRID3
* xyz 0 1
F 0.27 -1.76 0.15
N 1.70 0.72 0.66
C -0.02 -0.39 0.01
C 0.45 0.26 1.37
C -1.44 -0.23 -0.56
C 1.11 0.50 -0.57
C -2.12 0.81 -1.09
H 0.52 1.42 -0.97
H -1.50 1.78 -1.24
H 1.90 1.64 0.69
H -2.19 -1.16 -0.32
H -0.17 1.14 1.63
H 1.73 0.03 -1.35
H -3.09 0.53 -1.56
H 0.62 -0.35 2.18
*
```



Record 5
C48H42O5P2PdS | ωB97M-V/def2-TZVPD

Its total energy is -3439.41213 Ha. The value obtained for the LUMO energy is -0.02749 hartree. The value obtained for the molar mass is 899.29 g/mol. The HOMO energy comes out at -7.8 eV. Its energy above the lowest of the compared OMol25 structures with the same formula, charge and spin is 0.0 kJ/mol.

The geometry in ORCA input format:
```
! wB97M-V def2-TZVPD RIJCOSX def2/J DEFGRID3
* xyz 0 1
Pd -0.69 -0.05 -0.12
S 0.45 -0.20 -2.16
P -1.39 1.12 1.77
P -2.42 0.47 -1.38
O 1.70 0.93 0.55
O 0.65 -5.96 -5.65
O 1.93 -2.03 2.47
O 0.61 -1.44 0.79
O 0.59 -6.88 -3.65
C 0.55 -3.34 -4.67
C -3.89 1.20 -0.57
C -4.00 -1.77 -1.81
C -3.05 1.94 1.69
C -0.35 3.66 1.95
C -4.42 -2.88 -2.53
C -2.84 2.03 -3.68
C 5.09 -0.21 -1.56
C -0.73 3.76 -3.14
C 1.08 3.21 4.28
C -2.06 0.29 4.39
C -2.52 -1.18 -3.62
C -2.06 1.83 -2.54
C 5.65 -1.47 -1.37
C 4.04 0.84 4.67
C -2.55 3.07 -4.56
C 0.51 -2.06 -4.16
C 4.14 2.76 3.24
C 2.50 -0.02 1.25
C -3.90 -3.13 -3.79
C 0.38 4.69 2.52
C -2.37 -2.00 5.03
C 1.07 4.47 3.70
C 3.42 0.11 3.66
C -1.49 3.92 -4.29
C 4.10 0.25 -0.70
C 0.60 -5.80 -4.46
C 0.48 -1.85 -2.78
C -3.06 -0.90 -2.36
C 0.56 -4.45 -3.82
C -2.95 -2.28 -4.33
C 4.24 -1.78 0.57
C 0.53 -4.23 -2.45
C 5.22 -2.24 -0.29
C -1.75 -0.11 3.08
C -1.79 -1.46 2.76
C 0.37 2.17 3.70
C -1.02 2.71 -2.27
C 3.12 0.72 2.44
C -2.37 -0.65 5.35
C -0.38 2.40 2.55
C 3.64 -0.53 0.35
C 3.49 2.05 2.25
C 0.49 -2.95 -1.93
C 1.61 -1.26 1.58
C -2.09 -2.41 3.74
C -3.51 2.39 0.30
C 4.42 2.16 4.46
H -3.67 1.38 -3.89
H 1.63 3.03 5.19
H -1.76 -0.53 -4.03
H 1.63 5.27 4.16
H -3.14 3.20 -5.45
H 4.25 0.36 5.62
H -5.16 -3.55 -2.10
H 0.47 -2.79 -0.85
H 4.43 3.79 3.06
H 5.43 0.42 -2.37
H 3.15 -0.92 3.82
H 0.50 -1.20 -4.82
H 0.54 -6.61 -2.73
H -2.09 -3.46 3.48
H 0.41 1.18 4.14
H -4.56 1.49 -1.38
H -4.39 -1.60 -0.82
H -4.40 0.45 0.04
H 0.38 5.67 2.06
H -3.76 1.22 2.10
H -0.41 2.57 -1.38
H 5.66 -3.21 -0.12
H 1.78 0.72 -0.40
H -2.73 2.97 -0.19
H 0.57 -3.52 -5.74
H 0.08 4.43 -2.92
H -2.61 -0.33 6.36
H 3.70 1.25 -0.85
H 4.90 2.72 5.25
H -4.23 -4.00 -4.34
H -1.24 4.72 -4.99
H -2.54 -2.48 -5.31
H 6.41 -1.84 -2.04
H -2.60 -2.74 5.79
H -2.06 1.34 4.65
H -0.90 3.84 1.03
H -1.57 -1.79 1.76
H 3.91 -2.38 1.40
H 0.54 -5.06 -1.74
H -3.03 2.80 2.36
H 3.27 2.53 1.30
H -4.37 3.05 0.41
*
```



Record 6
C42H54BrN5O3Si3Zr | ωB97M-V/def2-TZVPD

Its total energy is -5622.20547 Ha. The value obtained for the LUMO energy is 0.00206 hartree. The value obtained for the molar mass is 932.31 g/mol. The HOMO energy comes out at -6.7 eV. Its energy above the lowest of the compared OMol25 structures with the same formula, charge and spin is 0.0 kJ/mol.

The geometry in ORCA input format:
```
! wB97M-V def2-TZVPD RIJCOSX def2/J DEFGRID3
* xyz 0 1
Zr 0.51 0.78 0.92
Br 1.43 -1.36 8.29
Si 0.35 0.03 -2.66
Si -1.64 -0.88 1.55
Si -1.86 2.27 0.84
O 1.27 -0.10 2.97
O 0.59 1.96 2.80
O 0.67 0.55 -1.13
N 0.11 2.28 6.93
N 1.74 -1.51 0.67
N 2.96 1.14 1.04
N 3.04 -2.89 -0.51
N 1.07 3.22 0.49
C 2.49 -1.66 -0.39
C -0.17 2.57 -3.63
C -3.77 -0.17 -2.22
C 2.22 1.90 -3.88
C 0.26 2.17 5.61
C -2.15 3.44 -0.63
C 2.53 -4.06 -3.61
C 0.89 0.96 3.52
C 1.25 -4.03 -3.10
C 3.20 -2.86 -3.85
C 1.27 -1.59 -3.07
C -3.35 -0.10 1.25
C 2.02 3.60 -0.57
C -5.88 1.07 0.93
C 0.46 1.24 7.68
C 3.67 1.70 -0.11
C 2.21 -5.36 2.12
C 2.80 -4.95 0.95
C 1.80 -2.74 1.31
C 2.59 -3.62 0.57
C 0.77 1.39 -3.92
C -1.89 -1.18 -3.98
C 0.97 0.06 7.14
C -4.73 1.84 0.82
C 3.44 3.20 -0.23
C 1.13 -0.05 5.78
C 1.23 -3.17 2.51
C 0.63 -2.81 -2.84
C -4.18 -0.93 -3.30
C -5.77 -0.29 1.22
C 2.58 -1.65 -3.58
C 1.44 -4.47 2.90
C -2.42 0.08 -2.03
C -1.81 -1.27 3.41
C -1.92 3.46 2.33
C 0.76 1.04 5.00
C -4.52 -0.86 1.38
C 0.49 0.90 -5.35
C -3.23 -1.44 -4.18
C -1.45 -0.41 -2.90
C -1.64 -2.54 0.62
C -3.46 1.26 0.98
H 3.01 -5.01 -3.83
H -2.01 2.89 3.26
H 1.70 3.10 -1.48
H 0.33 1.33 8.75
H -1.17 -1.61 -4.68
H -2.80 4.11 2.25
H 0.75 1.69 -6.06
H 0.17 3.65 0.31
H -1.22 2.27 -3.67
H -0.05 3.02 5.01
H -2.11 0.66 -1.17
H -1.03 -3.28 1.14
H 3.51 -3.22 -1.33
H -4.46 -1.92 1.59
H -0.01 3.36 -4.37
H 1.51 -0.95 5.32
H 2.34 -6.37 2.46
H 4.20 -2.88 -4.26
H 1.99 4.68 -0.76
H 4.10 3.58 -1.02
H -2.37 2.90 -1.56
H -2.66 -2.93 0.54
H -0.57 0.67 -5.49
H 3.41 -5.62 0.35
H 0.64 -2.48 3.10
H 2.66 -0.89 -1.13
H 3.26 0.19 1.24
H -6.85 1.53 0.81
H 3.76 3.69 0.69
H -3.55 -2.05 -5.02
H -3.02 4.08 -0.41
H 1.37 3.55 1.40
H 3.29 1.21 -1.01
H 2.58 2.10 -2.87
H 4.75 1.50 -0.05
H -1.25 -2.43 -0.39
H 3.18 1.67 1.88
H 2.92 1.20 -4.35
H -1.32 4.12 -0.85
H -6.66 -0.90 1.30
H 0.01 3.00 -2.64
H 0.71 -4.95 -2.90
H 2.30 2.83 -4.45
H -4.49 0.23 -1.51
H -1.04 4.10 2.42
H -5.23 -1.13 -3.45
H -4.82 2.90 0.61
H 1.07 0.02 -5.61
H -2.15 -0.37 3.93
H 1.00 -4.83 3.82
H -2.59 -2.03 3.54
H 3.13 -0.74 -3.77
H -0.38 -2.81 -2.45
H -0.91 -1.62 3.91
*
```